Record 1
Here is an isolated molecule of C2H6N2OS at a distorted geometry from the Open Molecules 2025 dataset. Energies are from ωB97M-V with the def2-TZVPD basis set.

- frontier orbital gap (eV) = 9.03
- E (eV) = -18032.5491
- HOMO energy (eV) = -8.4
- LUMO (eV) = 0.592
- ΔE to the lowest compared entry with this formula, charge and spin (kJ/mol) = 217.7
- SMILES = NCC(=S)NO

```
12
Properties=species:S:1:pos:R:3:lowdin_charge:R:1
N -0.9480 -0.9195 -0.4865 -0.023
C 0.0835 -0.8005 0.5442 -0.266
C 1.0501 0.3279 0.1579 -0.868
S 2.6435 0.1371 -0.1048 0.625
N 0.4324 1.4682 -0.1424 -0.078
O -0.8937 1.6588 0.1385 -0.054
H -1.6574 -1.6535 -0.2466 0.113
H -0.4642 -1.1850 -1.3542 0.101
H 0.6774 -1.6922 0.7168 0.094
H -0.4386 -0.4988 1.4771 0.129
H 0.8856 2.3018 -0.4580 0.138
H -1.3706 0.8557 -0.2420 0.089
```

Record 2
Here is an isolated molecule of C2H6N2OS at a distorted geometry from the Open Molecules 2025 dataset. Energies are from ωB97M-V with the def2-TZVPD basis set.

- <S²> = 2.0122
- frontier orbital gap (spin up / spin down) (eV) = 8.36 / 8.34
- E (eV) = -18029.3876
- HOMO energy (spin up / spin down) (eV) = -7.6 / -9.8
- LUMO (spin up / spin down) (eV) = 0.782 / -1.449
- 2S+1 = 3
- ΔE to the lowest compared entry with this formula, charge and spin (kJ/mol) = 2.3

```
12
Properties=species:S:1:pos:R:3:lowdin_charge:R:1
C 0.1198 0.6251 -1.0854 -0.390
C -0.1971 -0.8182 -0.1775 -0.627
N -0.0848 -0.7043 1.1275 0.117
N 0.2456 1.6489 1.1895 -0.356
O 0.6575 -1.6823 -0.8341 -0.078
S -0.5589 1.9260 -0.1469 0.834
H 1.2515 0.5456 -0.9988 0.099
H -0.1444 0.5746 -2.1243 0.060
H -1.2158 -1.2423 -0.4702 0.154
H -0.9438 -0.5572 1.6188 0.053
H -0.0791 2.0594 2.0479 -0.004
H 0.9496 -2.3753 -0.1463 0.138
```

Record 3
Here is an isolated molecule of C2H6N2OS2 at a distorted geometry from the Open Molecules 2025 dataset. Energies are from ωB97M-V with the def2-TZVPD basis set.

- frontier orbital gap (eV) = 8.78
- E (eV) = -28866.2760
- HOMO energy (eV) = -8.5
- LUMO (eV) = 0.303
- ΔE to the lowest compared entry with this formula, charge and spin (kJ/mol) = 279.2
- SMILES = OC/C(=N\S)NS

```
13
Properties=species:S:1:pos:R:3:lowdin_charge:R:1
O -1.8596 -0.4817 0.5163 -0.129
C -0.7957 0.4201 0.7776 -0.266
C 0.2930 -0.0519 -0.2174 -0.574
N 0.3270 0.1945 -1.4957 -0.343
S -0.7816 1.4653 -2.0273 0.612
N 1.4533 -0.5106 0.3162 -0.362
S 1.5766 -1.5817 1.6734 0.753
H -1.8836 -0.7025 -0.5652 0.173
H -0.9172 1.4660 0.4311 0.066
H -0.4837 0.3801 1.8485 0.110
H -1.0280 0.5985 -3.3900 0.002
H 2.1917 -0.7305 -0.3027 0.059
H 1.9079 -0.4656 2.4352 -0.100
```

Record 4
Here is an isolated molecule of C2H6N2S at a distorted geometry from the Open Molecules 2025 dataset. Energies are from ωB97M-V with the def2-TZVPD basis set.

- frontier orbital gap (eV) = 9.13
- E (eV) = -15984.7848
- HOMO energy (eV) = -8.4
- LUMO (eV) = 0.745
- ΔE to the lowest compared entry with this formula, charge and spin (kJ/mol) = 194.3
- SMILES = CN(N)C=S

```
11
Properties=species:S:1:pos:R:3:lowdin_charge:R:1
C -1.3229 -0.5521 0.0304 0.001
N 0.1124 0.0083 0.0429 -0.317
N 0.0080 1.4370 0.0692 0.018
C 1.2201 -0.7048 0.0164 -0.644
S 2.8290 -0.0140 0.0126 0.440
H -1.7647 -0.0649 -0.7963 0.066
H -1.4011 -1.5353 -0.2651 0.047
H -1.7724 -0.3489 1.0038 0.094
H 0.9465 1.6752 0.6639 0.100
H 0.2313 1.9083 -0.8349 0.095
H 0.9139 -1.8086 0.0572 0.099
```

Record 5
Here is an isolated molecule of C2H6N2S at a distorted geometry from the Open Molecules 2025 dataset. Energies are from ωB97M-V with the def2-TZVPD basis set.

- frontier orbital gap (eV) = 8.97
- E (eV) = -15983.8760
- HOMO energy (eV) = -8.2
- LUMO (eV) = 0.763
- ΔE to the lowest compared entry with this formula, charge and spin (kJ/mol) = 282.0
- SMILES = CS/C=N\N

```
11
Properties=species:S:1:pos:R:3:lowdin_charge:R:1
C -2.1334 0.0060 -0.0020 -0.369
S -0.3695 -0.6805 -0.2947 0.830
C 0.6003 0.7352 -0.1419 -0.592
N 1.8944 0.6142 -0.2189 -0.136
N 2.1731 -0.7759 -0.0613 -0.165
H -2.5639 0.8181 -0.6975 0.052
H -2.7323 -0.9454 -0.1621 0.027
H -1.9847 0.4863 1.0932 0.073
H 0.2831 1.8506 -0.1362 0.110
H 3.3246 -0.8508 0.0156 0.157
H 1.5082 -1.2579 0.6055 0.014
```

Record 6
Here is an isolated molecule of C2H6N2S at a distorted geometry from the Open Molecules 2025 dataset. Energies are from ωB97M-V with the def2-TZVPD basis set.

- frontier orbital gap (eV) = 8.88
- E (eV) = -15983.8658
- HOMO energy (eV) = -8.9
- LUMO (eV) = 0.028
- ΔE to the lowest compared entry with this formula, charge and spin (kJ/mol) = 283.0
- SMILES = CC(=S)NN

```
11
Properties=species:S:1:pos:R:3:lowdin_charge:R:1
C -1.3400 1.3911 0.0868 -0.138
C -0.2686 0.3285 -0.0829 -0.902
S -0.8014 -1.2229 -0.0134 0.671
N 1.0490 0.7761 -0.2827 -0.152
N 2.1011 -0.1406 0.1151 -0.095
H -1.8047 0.9400 1.0225 0.089
H -0.8717 2.4090 0.0853 0.083
H -2.0303 1.5082 -0.6682 0.037
H 1.4537 1.6255 0.5587 0.249
H 1.9293 -0.8831 -0.6101 0.052
H 1.7476 -0.7996 0.9748 0.107
```

Record 7
Here is an isolated molecule of C2H6N2S at a distorted geometry from the Open Molecules 2025 dataset. Energies are from ωB97M-V with the def2-TZVPD basis set.

- frontier orbital gap (eV) = 8.79
- E (eV) = -15986.7985
- HOMO energy (eV) = -8.1
- LUMO (eV) = 0.660
- ΔE to the lowest compared entry with this formula, charge and spin (kJ/mol) = 0.0
- SMILES = CNC(N)=S

```
11
Properties=species:S:1:pos:R:3:lowdin_charge:R:1
C -2.0807 -0.2077 0.0018 -0.119
N -0.9470 0.7242 0.0718 -0.100
C 0.3915 0.3950 -0.0470 -0.899
N 1.2521 1.4303 0.0906 0.084
S 0.8156 -1.2671 -0.0037 0.521
H -1.9660 -0.8726 -0.8755 0.074
H -2.0821 -0.7990 0.8946 0.065
H -2.9708 0.4043 -0.1449 0.081
H -1.1037 1.6967 -0.2276 0.128
H 0.8868 2.2948 -0.2407 0.084
H 2.1864 1.3438 -0.2123 0.081
```

Record 8
Here is a cluster of 2 separate species, C2H6N2S in total at a distorted geometry from the Open Molecules 2025 dataset. Energies are from ωB97M-V with the def2-TZVPD basis set.

- frontier orbital gap (eV) = 7.26
- E (eV) = -15981.5229
- HOMO energy (eV) = -7.7
- LUMO (eV) = -0.475
- ΔE to the lowest compared entry with this formula, charge and spin (kJ/mol) = 509.0

```
11
Properties=species:S:1:pos:R:3:lowdin_charge:R:1
C 1.3786 0.8684 0.1504 -0.127
C -0.3145 -0.8113 -0.4210 -0.355
H 2.0965 0.2842 -0.4335 0.053
H 1.7164 1.0656 1.1597 0.063
H 1.6076 1.8640 -0.4490 0.103
H 0.5161 -1.2776 -1.2198 0.188
H -2.0383 -1.9400 -0.5575 0.032
H -1.0781 1.4394 0.7655 0.265
N -0.0472 0.3990 -0.0325 -0.189
N -1.3956 -1.5370 0.0919 -0.382
S -2.4415 -0.3547 0.9458 0.349
```